DFT (wB97M-V/def2-TZVPD) results for a cluster of 2 separate species, C9H14 in total.

Its spin multiplicity is 2. As for the total charge: -1. Its gap between HOMO and LUMO (spin up / spin down) is 2.65 / 6.63 eV.

Geometry as XYZ:
```
23
Properties=species:S:1:pos:R:3:forces:R:3
C 0.784 -0.209 -2.922 0.42 -0.64 -0.20
C 2.743 1.352 -0.099 -0.34 -0.51 0.02
C 2.659 0.338 0.915 0.35 -0.21 0.05
C 2.022 1.201 -1.262 0.39 0.13 0.70
C 1.251 0.047 -1.514 -0.67 -0.42 -0.76
C 1.776 -0.749 0.709 -0.33 0.23 -0.54
C 1.099 -0.945 -0.479 0.35 0.94 0.35
H 3.317 2.249 0.078 0.14 0.24 -0.02
H 3.394 0.227 1.713 -0.15 0.42 0.02
H 2.043 2.016 -1.978 -0.04 0.02 -0.26
H 1.559 -1.364 1.562 0.03 -0.67 0.26
H 0.369 0.672 -3.432 0.05 -0.06 0.10
H 0.078 -1.047 -3.038 -0.25 0.32 0.43
H 0.375 -1.746 -0.594 -0.03 -0.11 0.02
H 1.626 -0.583 -3.541 0.03 0.32 -0.16
C -3.649 -0.672 1.541 -0.15 -1.30 0.14
C -2.609 0.353 1.960 0.03 0.10 -0.63
H -3.815 -0.721 0.472 0.01 0.30 -0.29
H -3.386 -1.705 1.790 0.42 0.04 0.15
H -4.625 -0.589 2.021 -0.04 0.61 -0.01
H -2.779 0.665 2.984 0.05 0.32 0.11
H -2.658 1.185 1.253 -0.15 0.33 0.46
H -1.573 0.025 1.864 -0.13 -0.39 0.06
```
Forces are in eV/Å.

Listed below, in e, are the Mulliken charges computed for each atom: -1.326, -0.340, -0.791, -0.465, 0.708, -0.315, -0.789, 0.352, 0.292, 0.258, 0.381, 0.276, 0.306, 0.271, 0.231, -0.998, -0.666, 0.297, 0.299, 0.321, 0.297, 0.228, 0.174

=====

DFT (wB97M-V/def2-TZVPD) results for a cluster of 2 separate species, C9H14 in total.

Its spin multiplicity is 2. As for the total charge: -1. Its gap between HOMO and LUMO (spin up / spin down) is 3.02 / 7.72 eV.

Geometry as XYZ:
```
23
Properties=species:S:1:pos:R:3:forces:R:3
C -0.223 1.862 -2.507 -0.20 1.24 0.99
C -1.810 -0.035 0.395 -0.90 -1.51 1.66
C -1.398 0.381 -0.849 0.41 0.83 -2.71
C -1.293 0.627 1.478 -0.57 1.32 1.29
C -0.678 1.582 -1.058 -0.37 -0.76 0.35
C -0.522 1.822 1.376 -0.54 -1.75 -1.66
C -0.291 2.331 0.069 1.61 0.74 -2.65
H -2.503 -0.927 0.449 0.91 1.09 0.32
H -1.827 -0.042 -1.744 -0.04 -0.38 -0.10
H -1.613 0.470 2.514 -0.03 -0.72 -0.31
H -0.360 2.367 2.241 0.50 1.03 1.44
H 0.804 1.529 -2.597 0.35 0.25 -0.21
H -0.354 2.930 -2.679 0.83 0.53 0.22
H 0.477 3.142 -0.192 -1.28 -0.83 0.83
H -0.750 1.534 -3.400 -0.61 -1.13 0.54
C 1.059 -2.927 0.499 -1.72 1.68 -1.50
C 2.024 -1.929 1.137 0.12 -0.63 0.15
H 0.435 -3.373 1.267 -0.55 0.07 -0.24
H 0.475 -2.417 -0.370 0.35 -0.80 1.84
H 1.541 -3.733 -0.010 0.73 -0.57 -0.16
H 2.076 -0.946 0.660 0.30 -0.46 -0.28
H 2.917 -2.541 1.140 1.05 0.89 0.07
H 1.815 -1.707 2.180 -0.36 -0.12 0.12
```
Forces are in eV/Å.

Listed below, in e, are the Mulliken charges computed for each atom: -1.437, -0.568, -0.540, -0.132, 0.601, -1.149, -0.237, 0.222, 0.177, 0.353, 0.615, 0.228, 0.395, 0.142, 0.427, -0.822, -0.853, 0.222, 0.165, 0.406, 0.174, 0.331, 0.279

=====

DFT (wB97M-V/def2-TZVPD) results for a cluster of 2 separate species, C9H14 in total.

Its structure (SMILES) is Cc1ccccc1.CC. Its gap between HOMO and LUMO is 9.65 eV.

Geometry as XYZ:
```
23
Properties=species:S:1:pos:R:3:forces:R:3
C 0.818 3.681 1.710 -0.18 -0.47 0.96
C 0.582 3.250 0.239 -2.12 0.51 2.22
H -0.093 3.303 2.272 1.15 0.83 -0.18
H 1.706 3.159 2.138 -0.65 0.33 -0.20
H 0.965 4.776 1.897 -0.24 -0.95 -0.34
H -0.058 4.040 -0.175 0.86 -0.11 -0.82
H -0.147 2.426 0.358 0.98 0.23 -0.72
H 1.502 2.955 -0.204 0.36 0.09 -1.02
C 1.413 -1.598 -1.978 0.10 -3.19 -2.79
C -1.549 -0.911 0.955 -1.61 -2.25 0.79
C -1.504 -2.210 0.360 1.04 1.83 0.23
C -0.699 0.083 0.460 -2.06 0.14 3.06
C -0.461 -2.455 -0.493 2.16 -0.24 -3.31
C 0.301 -0.063 -0.426 -0.42 -3.73 -1.58
C 0.445 -1.446 -0.883 -1.01 3.50 0.07
H -2.332 -0.751 1.841 1.85 0.07 -2.31
H -2.203 -2.992 0.386 -1.21 -0.63 0.93
H -0.948 0.966 0.994 0.26 1.23 -0.11
H -0.322 -3.333 -1.253 -0.78 1.02 2.10
H 0.705 0.747 -1.006 0.60 0.13 0.35
H 2.044 -2.411 -1.659 0.80 -0.41 0.03
H 2.081 -0.794 -2.232 -0.19 0.64 0.18
H 1.028 -2.084 -3.026 0.33 1.45 2.44
```
Forces are in eV/Å.

Listed below, in e, are the Mulliken charges computed for each atom: -0.932, -0.024, 0.255, 0.248, 0.302, 0.315, -0.409, 0.286, -1.348, -0.806, -0.402, -0.039, -0.543, -0.279, 0.971, 0.218, 0.414, 0.254, 0.224, 0.344, 0.355, 0.364, 0.235

=====

DFT (wB97M-V/def2-TZVPD) results for a cluster of 2 separate species, C9H14 in total.

Its structure (SMILES) is Cc1ccccc1.CC. Its gap between HOMO and LUMO is 9.83 eV.

Geometry as XYZ:
```
23
Properties=species:S:1:pos:R:3:forces:R:3
C -1.530 -1.800 -1.444 0.90 0.59 -1.29
C 0.982 -1.774 -1.183 -0.75 0.43 0.52
C -0.282 -1.606 -0.621 -0.55 0.43 0.27
C 2.115 -1.520 -0.420 0.45 -0.70 -0.57
C -0.394 -1.205 0.718 0.97 -0.73 -1.31
C 2.026 -1.176 0.920 -0.71 -0.64 0.14
C 0.761 -1.196 1.490 -0.93 1.72 0.54
H 1.015 -1.940 -2.252 0.37 -0.44 0.05
H 3.051 -1.790 -0.894 0.32 0.71 0.10
H -2.328 -2.330 -0.963 -0.29 -0.21 0.41
H -1.244 -2.330 -2.355 -0.17 -0.32 0.08
H -1.337 -0.785 1.018 -0.35 -0.54 0.72
H 2.841 -0.852 1.547 0.43 -0.49 -0.14
H 0.598 -0.969 2.539 0.43 0.14 0.06
H -1.906 -0.854 -1.852 -0.13 0.09 0.41
C -0.586 4.094 0.627 0.13 0.90 -0.32
C -2.028 4.112 0.105 -0.21 -0.42 0.03
H -0.031 4.917 0.169 0.15 -0.24 -0.25
H -0.453 4.309 1.685 -0.36 -0.36 0.22
H -0.100 3.158 0.366 0.14 0.02 0.19
H -2.795 4.124 0.876 0.10 -0.23 0.22
H -2.278 4.955 -0.529 0.30 0.27 -0.14
H -2.174 3.220 -0.507 -0.25 0.04 0.05
```
Forces are in eV/Å.

Listed below, in e, are the Mulliken charges computed for each atom: -1.372, -0.473, 0.918, -0.413, -0.433, -0.468, -0.492, 0.295, 0.325, 0.362, 0.372, 0.375, 0.404, 0.324, 0.276, -0.745, -0.772, 0.251, 0.282, 0.217, 0.262, 0.290, 0.214

=====

Going through the records in order, we get calculated total energy values of -9558.32763, -9557.55667, -9557.85833, -9559.36465 eV.
Going through the records in order, we get ΔE to the lowest compared entry with this formula, charge and spin values of 10.8, 28.6, 53.6, 18.8 kcal/mol.